[1]
Formula: C16H20IrN3O9S2
Source: OMol25
Level of theory: ωB97M-V with the def2-TZVPD basis set

```
51
Properties=species:S:1:pos:R:3:forces:R:3
Ir -0.1709 -0.5787 -0.0188 -1.0 -0.9 0.4
O -0.1898 4.2023 -1.4386 0.0 0.0 0.0
C 0.1245 2.9907 -0.9620 0.1 -0.1 0.0
O -0.6857 2.1581 -0.6701 -0.2 0.0 0.0
C 1.6269 2.8129 -0.8753 0.0 0.0 -0.1
O 1.9958 1.5409 -0.4034 -0.1 0.0 0.0
C 2.1534 1.4725 1.0242 0.1 0.1 -0.1
C 0.8299 1.5656 1.7907 -0.4 -0.2 -0.1
O 0.6291 2.5095 2.5232 0.1 0.1 0.1
O -0.0185 0.5845 1.6182 0.8 0.3 -0.3
H -1.1576 4.2489 -1.4782 0.0 0.0 0.0
H 2.0421 3.6134 -0.2560 0.0 0.0 0.0
H 2.0240 2.9339 -1.8858 0.0 0.0 0.0
H 2.7971 2.2879 1.3584 0.0 0.0 0.0
H 2.6297 0.5138 1.2120 0.0 0.0 0.1
C -6.1817 2.5513 -0.9614 0.0 0.0 0.0
C -5.0302 1.6680 -1.3516 0.0 0.0 0.0
C -4.2019 1.1165 -0.3771 0.0 0.0 0.0
C -3.1397 0.3034 -0.7270 0.0 -0.1 0.0
C -2.8829 0.0293 -2.0642 0.0 0.0 0.0
C -3.7089 0.5565 -3.0474 0.0 0.0 0.0
C -4.7711 1.3698 -2.6859 0.0 0.0 0.0
S -1.4388 -0.8573 -2.5965 1.2 1.3 -0.6
O -1.7156 -1.3332 -3.9293 -0.3 -0.8 0.4
O -0.2858 0.0745 -2.5928 -0.5 0.0 0.1
N -1.0019 -1.8879 -1.4661 -0.1 0.4 0.2
C -1.9757 -2.7718 -0.8232 0.0 -0.2 -0.3
C -1.9222 -2.6703 0.6966 0.1 -0.1 0.2
O -2.6357 -3.3336 1.4041 -0.1 -0.1 -0.2
O -1.0289 -1.8387 1.2076 0.2 0.2 0.1
H -5.8644 3.3134 -0.2490 0.0 0.0 0.0
H -6.9714 1.9691 -0.4834 0.0 0.0 0.0
H -6.6108 3.0489 -1.8298 0.0 0.0 0.0
H -4.3854 1.3206 0.6704 0.0 0.0 0.0
H -2.5559 -0.1272 0.0829 0.0 0.0 0.0
H -3.5127 0.3239 -4.0845 0.0 0.0 0.0
H -5.4143 1.7769 -3.4566 0.0 0.0 0.0
H -1.7497 -3.8121 -1.0649 -0.1 0.0 0.0
H -3.0017 -2.5854 -1.1508 0.0 0.0 0.1
S 1.7253 -1.8009 -0.1403 0.0 -0.2 0.0
C 1.9847 -1.6241 -1.8640 0.1 0.2 0.1
N 1.5448 -2.4432 -2.8001 0.0 0.0 0.0
C 1.7388 -1.8656 -4.1363 0.0 0.0 0.0
C 2.4575 -0.5319 -3.8277 0.0 0.1 0.0
N 2.6569 -0.6103 -2.3768 0.0 0.0 0.0
H 0.7538 -3.0289 -2.5713 0.1 0.0 0.0
H 0.7719 -1.7081 -4.6104 0.0 0.0 0.0
H 2.3455 -2.5316 -4.7475 0.0 0.0 0.0
H 1.8237 0.3223 -4.0632 0.0 0.0 0.0
H 3.4095 -0.4405 -4.3465 0.0 0.0 0.0
H 2.8459 0.1868 -1.7806 0.0 0.0 0.0
```
Forces are in eV/Å.

lowest unoccupied orbital energy = -1.1 eV
HOMO-LUMO gap = 7.5 eV
energy relative to the best compared isomer or geometry (same formula, charge and spin) = 175.21 kJ/mol

Atomic partial charges in e from the Mulliken method, atoms 1 to 5: atom 1 (Ir): 1.86, atom 2 (O): -0.52, atom 3 (C): 0.49, atom 4 (O): -0.28, atom 5 (C): -0.65

***

[2]
Formula: C28H22MnN10SSe
Source: OMol25
Level of theory: ωB97M-V with the def2-TZVPD basis set

```
63
Properties=species:S:1:pos:R:3:forces:R:3
Mn -0.0346 0.7634 0.2378 0.3 0.5 -0.3
N 2.2122 -0.8683 3.8295 0.0 0.1 0.1
C 1.3052 -0.8920 2.8286 -0.4 0.0 -0.1
S -0.3504 -0.7085 3.2168 0.3 -0.2 0.0
N 1.8468 -1.1767 1.6360 0.2 0.0 0.1
N 1.1372 -0.9052 0.5543 -0.2 0.1 -0.1
C 1.4409 -1.5663 -0.5379 0.0 -0.1 0.0
C 2.4775 -2.6293 -0.5793 0.0 0.0 -0.1
C 3.5585 -2.5172 -1.4491 0.0 0.0 0.0
C 4.5297 -3.5091 -1.5049 0.0 0.0 0.0
C 4.4251 -4.6255 -0.6909 0.0 0.0 0.0
C 3.3502 -4.7448 0.1827 0.0 0.0 0.0
C 2.3858 -3.7521 0.2412 0.0 0.0 0.0
C 0.6547 -1.2169 -1.7140 0.1 0.0 0.0
C 0.7389 -1.8903 -2.9382 0.0 -0.1 0.0
C -0.0729 -1.5020 -3.9820 0.0 0.0 0.0
C -0.9653 -0.4491 -3.7999 0.0 0.0 0.0
C -0.9996 0.1635 -2.5660 0.0 0.0 0.0
N -0.2167 -0.2047 -1.5505 -0.1 0.0 0.2
H 1.8896 -0.5353 4.7206 0.0 0.0 0.0
H 3.1788 -0.7301 3.5835 0.0 0.0 0.0
H 3.6430 -1.6407 -2.0828 0.0 0.0 0.0
H 5.3698 -3.4054 -2.1800 0.0 0.0 0.0
H 5.1812 -5.3994 -0.7317 0.0 0.0 0.0
H 3.2702 -5.6118 0.8260 0.0 0.0 0.0
H 1.5614 -3.8295 0.9387 0.0 0.0 0.0
H 1.4360 -2.7093 -3.0420 0.0 0.0 0.0
H -0.0189 -2.0139 -4.9342 0.0 0.0 0.0
H -1.6183 -0.1141 -4.5928 0.0 0.0 0.0
H -1.6746 0.9878 -2.3650 0.0 0.0 0.0
N -3.5869 -1.2347 1.4885 -0.1 -0.2 0.1
C -2.3607 -0.9838 1.0212 0.0 0.0 0.0
N -1.9775 0.1817 0.6010 -0.1 0.2 0.3
C -2.8440 1.2669 0.6733 0.3 -0.2 -0.1
N -2.4494 2.4394 0.2992 -0.3 0.4 0.0
N -1.1305 2.4095 -0.0667 0.3 -0.8 0.0
C -0.5684 3.4562 -0.5235 -0.2 0.3 0.0
C 0.8344 3.2893 -0.8783 0.1 0.0 -0.1
C 1.6868 4.3410 -1.1641 -0.1 0.2 0.0
C 3.0185 4.0746 -1.4224 0.1 0.0 0.0
C 3.4621 2.7631 -1.4003 -0.1 0.0 0.0
C 2.5449 1.7648 -1.1121 0.1 0.0 -0.1
N 1.2649 2.0165 -0.8633 0.2 -0.2 0.3
C -4.1962 1.0523 1.1747 0.0 -0.1 0.0
C -5.1363 2.0782 1.2732 0.0 0.0 0.0
C -6.3926 1.8198 1.7793 0.0 0.1 0.0
C -6.7257 0.5321 2.1998 0.0 0.0 0.0
C -5.8086 -0.4939 2.1136 0.0 -0.1 0.0
C -4.5427 -0.2314 1.6001 0.0 0.2 -0.1
H -3.7926 -2.1532 1.8465 0.0 0.0 0.0
H -1.6648 -1.8088 0.9880 0.0 0.0 0.0
H -1.1083 4.3942 -0.6166 0.1 0.0 0.0
H 1.3068 5.3540 -1.1438 0.0 0.0 0.0
H 3.7096 4.8840 -1.6165 0.0 0.0 0.0
H 4.4990 2.5179 -1.5783 0.0 0.0 0.0
H 2.8452 0.7245 -1.0553 0.0 0.0 0.0
H -4.8488 3.0689 0.9498 0.0 0.0 0.0
H -7.1187 2.6178 1.8551 0.0 0.0 0.0
H -7.7102 0.3309 2.6010 0.0 0.0 0.0
H -6.0641 -1.4940 2.4432 0.0 0.0 0.0
Se 2.7019 3.7945 2.9886 0.4 0.4 0.2
C 1.6101 2.6105 2.2562 -0.3 -0.3 -0.2
N 0.9014 1.8503 1.7343 -0.5 -0.3 -0.1
```
Forces are in eV/Å.

⟨S²⟩ = 0.795
multiplicity = 2
lowest unoccupied orbital energy (spin up / spin down) = -0.8 / -0.8 eV
HOMO-LUMO gap (spin up / spin down) = 5.9 / 5.9 eV
energy relative to the best compared isomer or geometry (same formula, charge and spin) = 83.62 kJ/mol

Atomic partial charges in e from the Mulliken method, atoms 1 to 5: atom 1 (Mn): -0.14, atom 2 (N): -0.41, atom 3 (C): 0.27, atom 4 (S): -0.43, atom 5 (N): -1.71

***

[3]
Formula: C4H6N2O
Source: OMol25
Level of theory: ωB97M-V with the def2-TZVPD basis set

```
13
Properties=species:S:1:pos:R:3:forces:R:3
C -1.9792 -0.0408 -0.0394 0.0 0.0 0.0
C -0.4811 -0.0275 -0.0395 -0.1 0.0 0.0
C 0.4020 -0.0622 -1.0902 0.0 0.0 -0.1
C 1.6882 0.0224 -0.4776 -0.2 0.0 0.1
O 2.9378 -0.1700 -0.7051 0.2 0.0 -0.1
N 1.5437 0.2108 0.8332 0.0 0.0 0.0
N 0.2158 0.0233 1.1399 -0.3 0.1 0.0
H -2.3888 0.9592 0.1392 0.1 -0.1 0.0
H -2.3725 -0.7081 0.7327 0.1 0.1 -0.1
H -2.3570 -0.3833 -1.0050 0.1 0.0 0.1
H 0.1650 -0.1998 -2.1333 0.0 0.0 0.1
H 2.7728 -0.1255 0.6944 0.1 0.0 -0.1
H -0.1467 0.5015 1.9510 0.0 -0.1 0.0
```
Forces are in eV/Å.

lowest unoccupied orbital energy = 0.8 eV
HOMO-LUMO gap = 9.4 eV
energy relative to the best compared isomer or geometry (same formula, charge and spin) = 299.16 kJ/mol

Atomic partial charges in e from the Mulliken method, atoms 1 to 5: atom 1 (C): -1.12, atom 2 (C): 0.59, atom 3 (C): -0.68, atom 4 (C): 0.35, atom 5 (O): -0.71

***

[4]
Formula: C18H27BiBrN
Source: OMol25
Level of theory: ωB97M-V with the def2-TZVPD basis set

```
48
Properties=species:S:1:pos:R:3:forces:R:3
C 1.6623 2.5069 -0.8651 3.1 1.7 1.7
H 2.4588 3.0849 -0.3873 0.1 0.0 -0.3
H 2.0739 2.1161 -1.8030 -0.1 -0.4 0.2
H 1.7564 1.5178 0.2174 2.2 3.8 -1.9
C 0.4384 3.4305 -1.0143 -0.5 -0.1 0.4
H -0.4620 2.8346 -1.2648 0.0 0.6 -0.1
H 0.2380 3.9492 -0.0682 0.0 -0.3 -0.1
C 0.6300 4.4876 -2.1138 0.5 0.0 -0.3
H -0.2988 5.0492 -2.2677 0.2 -0.2 0.2
H 1.4161 5.2023 -1.8358 -0.2 -0.2 0.0
H 0.9127 4.0258 -3.0681 -0.1 0.1 0.2
C -0.8980 -1.8605 -0.1414 -0.2 0.5 -0.7
C -1.5621 -1.0798 -1.1266 0.7 -0.5 -0.7
C -0.6024 -0.7074 -2.1517 -0.1 -0.8 0.5
C 0.6976 -1.2506 -1.7384 -0.8 0.4 -0.2
C 0.4742 -1.9700 -0.4934 -0.1 0.2 -0.3
C 1.4352 -2.9288 0.1076 0.6 0.0 0.5
C 1.8755 -1.3990 -2.6457 0.6 0.1 -0.2
C -0.9155 -0.1490 -3.4976 -0.1 0.4 -0.5
C -3.0227 -0.8297 -1.1947 -0.6 0.3 0.1
C -1.5725 -2.5908 0.9575 -0.2 0.0 0.6
Bi 0.2747 0.7642 -0.3912 -5.0 -5.9 0.9
H 2.7588 -1.7549 -2.1020 -0.2 0.1 -0.1
H 1.6973 -2.1189 -3.4649 -0.2 0.3 0.4
H 2.1360 -0.4412 -3.1151 0.0 -0.3 0.0
H 2.4719 -2.7111 -0.1810 -0.3 -0.1 0.1
H 1.3915 -2.9127 1.2049 0.0 -0.1 -0.3
H 1.2233 -3.9667 -0.2081 -0.1 0.4 0.0
H -2.4510 -2.0513 1.3295 0.2 -0.1 -0.1
H -1.9215 -3.5737 0.6087 0.1 0.2 0.0
H -0.9150 -2.7675 1.8144 -0.1 0.0 -0.2
H -3.2693 0.0400 -1.8176 0.1 -0.3 0.1
H -3.5489 -1.6982 -1.6227 0.2 0.2 0.1
H -3.4506 -0.6522 -0.1986 0.1 -0.1 -0.3
H -0.1457 0.5598 -3.8288 -0.1 -0.2 0.0
H -0.9819 -0.9305 -4.2735 0.1 0.1 0.4
H -1.8750 0.3819 -3.4980 0.2 -0.1 0.0
Br 0.9225 -1.8177 5.7272 -0.2 0.4 -0.5
C 0.2628 -0.4568 4.5728 0.0 -0.1 -0.2
C -0.3444 0.6838 5.1130 0.1 -0.1 -0.5
C -0.8494 1.6433 4.2355 -0.1 0.0 -0.4
C -0.7135 1.4457 2.8564 0.5 -0.3 0.5
N -0.0482 0.3921 2.3512 -0.3 -0.2 0.4
C 0.3885 -0.5813 3.1798 -0.1 0.9 0.5
H -0.4165 0.8007 6.1893 0.0 0.0 -0.1
H -1.3436 2.5480 4.5863 0.1 -0.3 0.1
H -1.1244 2.1639 2.1347 0.2 -0.2 0.3
H 0.8612 -1.4532 2.7327 0.0 0.3 0.1
```
Forces are in eV/Å.

lowest unoccupied orbital energy = -8.4 eV
HOMO-LUMO gap = 6.4 eV
charge = +2

Atomic partial charges in e from the Mulliken method, atoms 1 to 5: atom 1 (C): -0.87, atom 2 (H): 0.51, atom 3 (H): 0.45, atom 4 (H): 0.28, atom 5 (C): -0.11